Computed, not measured: a 13-piece molecular cluster, C10H38ClF4N2O16PS overall in a non-equilibrium geometry, with the ωB97M-V functional and the def2-TZVPD basis.

Last column: Löwdin charge in e.
Positions of all 73 atoms, in Å:
Cl1 -2.17 -3.91 1.65  0.61
S1 3.01 -2.59 0.03  0.81
P1 3.23 0.17 1.02  0.95
F1 1.79 -3.27 -2.86  0.03
F2 -0.90 -2.14 -3.30  0.04
F3 -1.58 -2.95 -1.30  0.04
F4 -0.05 -4.60 -3.03  -0.01
O1 -5.15 3.98 1.87  -0.06
O2 4.76 0.44 0.25  -0.30
O3 -2.01 -1.34 2.19  -0.01
O4 -8.05 4.19 0.10  -0.06
O5 3.03 2.75 -3.76  -0.07
O6 3.68 -0.68 2.45  -0.30
O7 -9.73 6.48 0.23  -0.06
O8 -3.59 1.14 1.26  -0.05
O9 6.93 0.16 2.98  -0.06
O10 4.92 -4.46 0.86  -0.13
O11 2.90 1.19 4.47  -0.09
O12 -2.16 -4.81 -5.03  -0.06
O13 -2.63 0.41 -2.49  -0.05
O14 6.61 -1.76 -0.32  -0.07
O15 1.11 0.28 -3.37  0.11
O16 -3.41 3.82 -0.83  -0.06
N1 2.45 -0.48 -1.44  0.01
N2 0.40 0.45 3.03  -0.01
C1 0.61 -3.64 -2.18  -0.17
C2 1.24 -0.30 -2.29  -0.30
C3 -1.34 -2.25 1.69  -0.63
C4 2.12 -0.95 -0.03  -0.76
C5 0.07 1.24 1.83  -0.26
C6 0.49 -0.94 0.19  -0.27
C7 -0.43 -2.45 -1.97  -0.27
C8 0.14 -1.09 -1.40  -0.07
C9 0.15 -2.19 1.13  -0.12
C10 -0.21 0.49 0.46  -0.12
H1 -3.96 3.88 -0.04  0.00
H2 -9.75 7.12 -0.49  0.05
H3 -7.74 4.70 -0.65  0.04
H4 -3.03 -0.38 -2.88  0.05
H5 -2.51 3.88 -0.50  0.03
H6 5.10 -4.53 1.80  0.04
H7 1.12 -0.26 2.91  0.03
H8 -0.77 -0.38 -1.53  0.12
H9 -2.65 1.06 -3.21  0.06
H10 -0.82 1.92 2.09  0.13
H11 5.79 -4.39 0.45  0.04
H12 2.75 1.95 5.05  0.04
H13 4.60 1.30 -0.23  0.07
H14 -4.68 3.14 1.81  0.00
H15 -8.46 4.85 0.68  0.01
H16 7.40 -0.68 2.91  0.03
H17 2.64 0.54 -1.23  0.09
H18 4.18 -2.55 -0.72  -0.05
H19 0.90 -4.21 -1.24  0.15
H20 0.03 1.23 -0.39  0.15
H21 -6.08 3.74 1.72  0.03
H22 3.01 -1.37 2.67  0.04
H23 -0.41 0.14 3.59  0.09
H24 6.00 -0.08 2.84  0.00
H25 0.95 1.97 1.66  0.10
H26 -10.13 5.69 -0.15  0.04
H27 0.85 -2.28 2.04  0.13
H28 6.16 -0.91 -0.34  0.00
H29 7.35 -1.62 0.28  0.03
H30 2.63 1.96 -4.14  0.01
H31 3.01 3.40 -4.47  0.03
H32 -3.04 0.43 1.62  0.00
H33 -3.61 0.95 0.31  0.04
H34 0.31 -3.17 0.55  0.09
H35 -2.62 -3.97 -5.04  0.03
H36 -1.42 -4.67 -4.43  -0.01
H37 2.01 0.93 4.20  -0.02
H38 -1.35 0.32 0.39  0.10

Values from the calculation:
orbital gap = 8.305 eV
E_HOMO = -8.9 eV

---

Computed, not measured: a single C6H12O molecule, with the ωB97M-V functional and the def2-TZVPD basis.

Last column: Löwdin charge in e.
Positions of all 19 atoms, in Å:
O1 0.39 0.68 0.44  -0.12
C1 2.77 0.08 0.39  -0.08
C2 -1.59 -0.34 1.31  -0.05
C3 -2.01 0.31 -1.24  -0.07
C4 -0.33 -0.51 0.54  -0.32
C5 -1.65 -0.67 -0.16  -0.28
C6 1.57 0.66 -0.34  -0.26
H1 -1.91 -1.71 -0.36  0.13
H2 1.39 0.12 -1.28  0.12
H3 1.77 1.71 -0.60  0.12
H4 2.61 -0.97 0.67  0.07
H5 -1.39 1.20 -1.11  0.08
H6 -1.92 -1.06 2.06  0.10
H7 0.25 -1.43 0.51  0.14
H8 2.99 0.64 1.31  0.08
H9 -1.76 -0.13 -2.21  0.08
H10 -3.06 0.60 -1.24  0.07
H11 -1.78 0.70 1.56  0.12
H12 3.66 0.12 -0.25  0.07

Values from the calculation:
energy above the lowest of the compared OMol25 structures with the same formula, charge and spin = 160.6 kJ/mol
orbital gap = 10.153 eV
E_HOMO = -9.0 eV
SMILES = CCO[C@H]1C[C@H]1C

---

Computed, not measured: a single C21H25N3O5S molecule in a non-equilibrium geometry, with the ωB97M-V functional and the def2-TZVPD basis.

Last column: Löwdin charge in e.
Positions of all 55 atoms, in Å:
S1 0.14 4.00 -2.67  0.63
O1 0.94 4.69 -3.64  -0.29
O2 -0.84 3.07 -3.17  -0.30
O3 1.79 0.13 -2.20  0.02
O4 -0.07 -0.94 -3.05  0.05
O5 0.11 -0.02 3.71  0.05
N1 1.18 3.24 -1.61  -0.21
N2 -1.34 -3.81 1.69  -0.16
N3 -1.41 -1.13 2.48  -0.02
C1 2.03 -1.32 -0.21  0.00
C2 -0.26 -2.61 -1.25  0.03
C3 -0.17 0.77 1.51  -0.13
C4 -0.84 -3.42 3.00  -0.14
C5 1.62 1.97 0.40  -0.01
C6 2.59 3.49 -1.77  -0.07
C7 -1.06 1.29 0.59  -0.01
C8 1.44 -0.89 -1.37  -0.20
C9 -2.41 -2.97 1.21  -0.16
C10 -0.69 5.24 -1.64  -0.10
C11 -1.51 -2.14 3.51  -0.12
C12 -2.11 -1.46 1.26  -0.13
C13 0.31 -1.54 -1.89  -0.19
C14 0.73 2.44 -0.56  -0.26
C15 0.85 0.12 -3.26  -0.14
C16 0.31 -3.04 -0.05  -0.21
C17 -0.49 -0.14 2.65  -0.41
C18 -0.34 -4.19 0.70  -0.14
C19 1.17 1.15 1.42  -0.02
C20 1.44 -2.40 0.45  -0.03
C21 -0.62 2.11 -0.44  -0.03
H1 -2.56 -2.31 3.77  0.13
H2 -2.12 1.10 0.67  0.11
H3 0.42 -4.78 1.22  0.13
H4 3.14 2.55 -1.87  0.10
H5 -1.50 -1.17 0.40  0.10
H6 2.66 2.22 0.37  0.11
H7 0.30 1.08 -3.29  0.11
H8 1.89 -2.75 1.36  0.11
H9 -1.04 -4.24 3.71  0.12
H10 1.37 -0.04 -4.21  0.14
H11 -1.11 -3.11 -1.68  0.13
H12 -0.98 -1.77 4.39  0.12
H13 -1.52 5.63 -2.20  0.07
H14 2.99 4.07 -0.93  0.10
H15 0.24 -3.25 2.97  0.11
H16 -0.84 -4.84 -0.02  0.12
H17 -1.33 2.46 -1.16  0.09
H18 -2.65 -3.25 0.19  0.12
H19 1.86 0.78 2.17  0.13
H20 0.04 6.02 -1.44  0.07
H21 -1.02 4.77 -0.72  0.06
H22 -3.06 -0.91 1.21  0.12
H23 2.71 4.07 -2.69  0.08
H24 2.91 -0.85 0.18  0.12
H25 -3.29 -3.18 1.83  0.12

Values from the calculation:
energy above the lowest of the compared OMol25 structures with the same formula, charge and spin = 346.0 kJ/mol
orbital gap = 8.521 eV
E_HOMO = -8.0 eV
SMILES = CN(c1ccc(C(=O)N2CCN(Cc3ccc4c(c3)OCO4)CC2)cc1)S(C)(=O)=O

---

Computed, not measured: C25H46BrCaCl4Cs2KN5NaO17PS2 as an isolated structure in a non-equilibrium geometry, with the ωB97M-V functional and the def2-TZVPD basis.

Last column: Löwdin charge in e.
Positions of all 106 atoms, in Å:
Cs1 0.71 -3.02 -1.79  1.32
Cs2 -3.74 2.04 1.90  1.93
Br1 -2.12 -5.63 -0.05  0.78
Ca1 0.20 1.18 3.42  1.29
K1 3.62 -1.37 1.23  0.64
Cl1 5.72 4.54 8.49  0.54
Cl2 7.65 2.68 9.55  0.48
Cl3 4.85 2.39 10.19  0.56
Cl4 5.78 1.82 7.53  0.51
S1 -2.07 0.34 5.19  0.82
S2 1.69 2.06 7.46  0.15
P1 3.13 4.09 -5.98  -0.14
Na1 -0.14 -4.15 7.76  0.87
O1 -3.86 -0.42 -2.93  -0.03
O2 3.21 5.60 -5.80  -0.15
O3 3.06 0.20 -8.42  -0.07
O4 2.60 3.21 7.52  -0.42
O5 2.04 1.06 8.48  -0.45
O6 4.53 3.51 -6.19  -0.17
O7 2.51 3.43 -4.75  -0.31
O8 -4.27 3.42 0.54  -0.79
O9 2.00 -0.31 -2.45  -0.20
O10 2.30 3.82 -7.23  -0.13
O11 -5.27 4.69 -0.91  0.08
O12 -5.02 5.36 1.12  0.07
O13 1.83 1.41 6.09  -0.56
O14 -1.24 -3.27 -1.11  -0.81
O15 0.28 2.49 7.62  -0.46
O16 2.25 -1.58 -4.29  0.09
O17 -2.18 -3.33 4.21  -0.14
N1 -4.88 4.54 0.23  -0.56
N2 -3.08 -1.75 0.95  0.05
N3 -0.69 -0.22 1.88  -0.21
N4 -3.38 -1.29 3.29  0.12
N5 -4.33 2.12 -3.51  0.04
C1 -2.79 -0.65 4.16  -0.70
C2 1.03 2.39 -0.45  -0.18
C3 -3.51 0.17 -0.69  -0.08
C4 -2.48 -3.45 2.82  -0.11
C5 -1.02 -1.59 2.31  -0.14
C6 -3.35 -2.98 0.08  -0.11
C7 1.20 -4.13 4.30  -0.07
C8 3.72 -1.01 -8.80  -0.32
C9 -2.49 -1.98 2.32  -0.32
C10 -3.26 1.94 -2.54  -0.19
C11 3.34 0.22 -2.32  -0.15
C12 -2.18 -3.72 -0.42  -0.83
C13 -0.25 1.53 -0.70  -0.18
C14 -1.23 1.80 0.46  -0.18
C15 0.81 0.30 -4.53  0.05
C16 3.03 -2.24 -8.23  -0.09
C17 3.25 1.37 -1.31  -0.15
C18 -1.28 -4.24 4.82  -0.17
C19 0.07 -3.53 5.14  -0.21
C20 1.73 -0.62 -3.80  -0.57
C21 -2.41 -0.60 0.19  -0.13
C22 5.99 2.86 8.94  -2.06
C23 -1.80 0.46 1.21  -0.48
C24 -3.05 0.43 -2.13  -0.34
C25 2.09 2.34 -1.58  -0.16
H1 0.07 0.48 -0.79  0.09
H2 -3.84 1.09 -0.19  0.00
H3 3.01 -2.21 -7.14  0.05
H4 0.90 -4.18 3.25  0.07
H5 3.53 -3.15 -8.55  0.07
H6 -4.94 2.86 -3.19  0.07
H7 0.68 3.42 -0.42  0.13
H8 -1.57 -0.92 -0.40  0.12
H9 1.40 -5.14 4.65  0.09
H10 0.34 -3.69 6.17  0.02
H11 -2.32 2.33 -2.95  0.11
H12 -0.02 -2.45 5.02  0.10
H13 3.08 0.26 -7.46  0.07
H14 -0.54 -1.81 3.25  0.09
H15 0.03 0.68 -3.86  0.07
H16 -2.06 2.46 0.06  0.07
H17 -3.43 -3.97 2.68  0.14
H18 2.11 -3.56 4.40  0.08
H19 -3.89 -2.58 -0.79  0.15
H20 -3.49 2.55 -1.67  0.08
H21 -0.65 1.87 -1.65  0.10
H22 4.76 -0.96 -8.47  0.11
H23 -4.42 -0.43 -0.78  0.13
H24 4.18 1.93 -1.42  0.13
H25 -1.66 -3.97 2.31  0.09
H26 -3.49 -0.43 -3.82  0.11
H27 -1.76 -4.51 5.77  0.12
H28 3.76 0.53 -3.28  0.15
H29 4.00 -0.54 -1.89  0.11
H30 -0.69 2.46 1.20  0.10
H31 2.51 3.34 -1.66  0.12
H32 1.99 -2.27 -8.57  0.07
H33 -1.15 -5.18 4.28  0.14
H34 -2.00 0.17 -2.30  0.12
H35 -3.92 2.47 -4.37  0.08
H36 3.22 1.01 -0.28  0.06
H37 0.32 -0.27 -5.32  0.10
H38 3.70 -1.03 -9.89  0.11
H39 0.16 -0.27 1.30  0.06
H40 1.49 2.13 0.51  0.08
H41 -0.53 -2.28 1.59  0.11
H42 -4.02 -1.36 1.12  0.17
H43 1.60 2.15 -2.53  0.09
H44 -4.05 -3.68 0.53  0.12
H45 -2.62 0.82 1.94  -0.27
H46 1.38 1.16 -4.90  0.10

Values from the calculation:
charge = +1
orbital gap = 2.075 eV
E_HOMO = -7.9 eV